No. 1
The following is a quantum chemistry calculation of C19H24CoN4S5Si as an isolated structure, from OMol25.

The geometry in ORCA input format:
```
! wB97M-V def2-TZVPD RIJCOSX def2/J DEFGRID3
* xyz -1 1
C -2.14 3.08 -2.73
C -2.35 3.34 0.01
Si 0.30 2.57 0.68
H -0.13 3.31 1.89
H -0.95 -8.56 0.39
S 2.55 0.36 0.76
H 4.96 5.57 -0.96
H 1.85 -7.69 2.30
H 0.49 -8.84 2.36
N 0.31 -0.28 -1.01
S 3.22 1.29 2.47
C -0.77 -7.50 0.46
H -0.09 2.63 -2.39
H -2.45 3.45 1.09
H -1.26 -0.49 -2.46
C 1.82 3.51 0.09
C -1.36 -6.60 -0.42
H 0.68 0.40 -1.66
H -2.25 0.87 -0.71
C -3.47 3.55 -0.79
C 2.34 4.51 0.91
C 3.59 4.01 -1.51
C -1.04 -0.76 -1.42
C 4.08 5.00 -0.67
N 0.26 -5.63 1.51
S -0.08 -3.13 0.72
H -2.16 0.15 1.57
S 0.23 0.58 3.07
H -2.05 2.99 -3.81
H 0.94 -1.08 -1.01
H -4.23 3.57 -2.80
H -4.41 3.83 -0.34
C 3.46 5.25 0.54
C 0.05 -6.94 1.43
C 0.77 -7.79 2.44
H 2.14 2.48 -1.78
N -1.53 -0.25 0.89
C -1.11 2.98 -0.53
H 0.55 -7.43 3.44
C 2.47 3.28 -1.12
H 3.85 6.01 1.21
H -1.03 -1.84 -1.31
N -1.18 -5.29 -0.36
C -0.36 -4.83 0.62
Co 0.37 0.35 0.90
C -2.08 -0.17 -0.48
H 4.08 3.80 -2.45
C -1.03 2.88 -1.92
S 2.14 0.25 3.85
H -1.41 -1.25 1.14
H 1.86 4.72 1.86
H -2.03 -6.95 -1.20
C -3.37 3.41 -2.17
H -3.03 -0.71 -0.58
*
```

Summary:
- HOMO-LUMO gap: 6.780 eV
- E_HOMO: -0.1570 hartree
- LUMO energy: 2.507 eV


No. 2
The following is a quantum chemistry calculation of an isolated molecule of C5H7NOS, from OMol25.

The geometry in ORCA input format:
```
! wB97M-V def2-TZVPD RIJCOSX def2/J DEFGRID3
* xyz 0 1
C 2.00 0.50 -0.02
H 2.44 1.50 -0.08
C 0.65 0.42 0.03
H -2.71 -1.51 -1.20
H 0.36 2.39 -0.19
S -0.19 -1.13 0.12
H -3.88 -0.74 0.01
H -2.00 -0.02 1.38
H 3.93 -0.44 0.02
C -2.87 -0.94 -0.30
N -0.14 1.55 0.04
O 2.47 -1.82 0.02
C -1.85 -0.57 0.46
C 2.86 -0.66 0.02
H -1.07 1.48 -0.32
*
```

Summary:
- HOMO-LUMO gap: 9.158 eV
- E_HOMO: -0.3113 hartree
- LUMO energy: 0.688 eV


No. 3
The following is a quantum chemistry calculation of a 6-piece molecular cluster, C30H70N2O6 overall, from OMol25.

The geometry in ORCA input format:
```
! wB97M-V def2-TZVPD RIJCOSX def2/J DEFGRID3
* xyz 1 2
C 3.70 1.34 -3.37
H -3.92 -0.34 4.02
H -2.62 0.81 5.42
H 4.22 0.93 -2.51
H -0.40 5.02 -4.39
H 3.61 -0.80 1.19
H 4.40 2.97 4.10
H 0.11 2.25 -0.18
H 0.05 4.83 -0.83
C -1.43 -5.96 1.27
O -0.36 2.34 -4.12
H 0.00 6.12 -3.07
H -2.95 -4.59 2.14
H 3.35 2.23 1.49
H 0.93 -6.87 -0.02
H 5.24 3.34 -2.23
C 3.23 4.00 2.55
C 3.30 2.70 -3.08
O 1.37 0.46 1.93
H -1.42 1.42 0.27
C 0.59 -4.81 -1.77
C -0.07 0.39 -2.00
H -1.48 5.51 -1.14
C -1.80 -5.58 -2.09
H -3.15 1.94 -1.77
H 1.61 -1.45 3.42
C 4.48 3.65 -2.95
H 0.54 0.59 2.40
H -2.97 -2.80 0.38
H 0.31 -4.38 -2.74
H 1.10 4.80 2.93
C -2.11 0.73 4.46
H 0.99 4.86 -3.29
H -2.73 0.17 -2.01
H -0.16 0.07 -3.04
H -1.24 -6.14 3.42
C 1.29 -0.75 1.32
C -1.17 -3.60 -0.62
H 3.01 3.04 -4.93
H -1.38 -6.47 -2.55
H -0.37 -7.39 2.62
H 0.27 -5.71 2.64
C -1.03 4.14 -2.56
O 0.01 -7.09 -0.18
C -2.44 -3.76 0.30
H 1.21 3.35 2.12
C -2.44 4.28 -3.07
H -1.39 -2.88 -1.42
H -3.28 -6.61 0.26
H -2.61 3.57 -0.28
O 2.44 2.97 -4.16
H -2.60 1.22 -3.24
C -0.62 -6.33 2.54
H 0.48 -0.90 0.60
H -1.93 1.75 2.54
H -1.24 -3.89 1.96
H -2.77 5.21 -3.53
H 2.86 0.64 -3.30
H 1.31 -4.08 -1.41
H 4.04 4.55 -2.52
H 2.91 -0.41 -0.23
N -0.51 -5.87 0.09
C 3.36 3.16 3.84
H 3.02 3.79 4.66
N -0.40 2.80 -2.75
H -3.23 -6.95 2.00
H -2.54 -1.40 4.07
H 3.69 4.96 2.33
H 2.63 2.68 -2.22
C 1.02 -1.74 2.55
C -1.53 3.54 -0.14
H -2.24 -7.90 0.85
C -0.97 4.55 -1.10
C -2.63 -6.91 1.09
H -3.13 2.52 3.64
C -0.08 5.07 -3.35
O -0.76 0.31 4.61
H -0.23 1.06 4.88
C -0.94 1.63 -1.88
H 1.08 -2.79 2.30
H -1.39 2.76 3.79
H -0.21 -0.48 -1.36
H -1.45 3.69 0.94
C -2.16 2.02 3.56
H -3.03 -0.27 2.67
C 2.67 -0.99 0.66
H -1.95 -4.83 -2.87
C -2.86 -0.41 3.74
O 3.67 3.13 1.53
H -2.67 -5.89 -1.51
H -2.79 3.67 -3.91
H 0.93 0.79 -1.81
C 1.76 4.28 2.23
C -2.02 -4.53 1.56
H -0.43 -3.18 0.06
H 2.54 -2.04 0.39
H 2.82 2.21 3.89
H -3.09 3.83 -2.32
H 1.56 4.74 1.27
H 4.22 1.28 -4.33
C -0.78 -5.01 -1.10
C -0.95 2.14 -0.40
H 1.16 -5.72 -1.96
C -2.45 1.21 -2.17
H 0.00 -1.43 2.80
H 5.04 3.77 -3.88
H -3.17 -4.34 -0.25
H 0.55 2.44 -4.42
*
```

Summary:
- HOMO-LUMO gap (spin up / spin down): 7.323 / 2.984 eV
- ⟨S²⟩: 0.754
- E_HOMO (spin up / spin down): -0.3664 / -0.3664 hartree
- LUMO energy (spin up / spin down): -2.646 / -6.986 eV


No. 4
The following is a quantum chemistry calculation of C31H42N10NaO2S as an isolated structure, from OMol25.

The geometry in ORCA input format:
```
! wB97M-V def2-TZVPD RIJCOSX def2/J DEFGRID3
* xyz -1 1
H -2.55 3.01 0.15
C -1.44 2.29 3.70
C -1.08 3.93 1.96
C 3.14 -0.64 2.30
H -2.14 4.24 2.06
C 3.14 -2.54 -0.66
H -2.57 -2.72 -5.08
H 2.56 -1.60 -2.59
H -1.30 -4.18 0.30
C 2.06 -3.74 -2.25
H -2.28 6.30 -5.98
C 1.94 1.83 1.87
O 0.03 2.75 -0.74
H 0.64 -1.83 5.67
N -1.33 6.29 -5.63
C 3.04 -3.86 -0.22
H -1.70 -4.82 2.48
H -0.44 -4.61 3.71
H -2.54 2.30 3.67
H -2.11 -0.85 1.55
H -0.64 6.55 -6.32
N 1.03 -1.70 1.69
C -1.01 5.17 -4.88
C 1.97 -3.61 4.22
H 0.45 -4.16 -0.09
H -0.17 -5.72 2.35
H 1.57 -4.01 -3.17
H 2.92 -3.06 4.23
H 1.81 -4.03 5.22
N -1.00 0.75 -1.71
C 1.79 -0.59 1.96
N -2.32 1.16 1.14
C 0.66 -2.67 2.43
H -0.76 4.01 0.92
C -1.68 -2.33 -3.14
H -1.10 1.31 4.02
H 3.63 -1.60 2.42
H 1.65 3.42 -3.70
C 3.28 1.76 2.21
C 0.32 4.79 -4.70
N 0.84 -2.79 3.85
H -2.04 -0.46 -0.18
H 1.47 2.77 1.66
C -2.20 -1.99 -4.38
O 1.34 1.29 -2.19
C -3.10 2.10 0.34
C 2.36 -4.60 -1.19
C 3.87 0.53 2.42
H -3.31 1.65 -0.63
C -0.37 3.05 -3.22
H 2.15 -5.66 -1.15
H 3.41 -4.24 0.73
H 1.10 5.33 -5.22
C -2.22 -0.63 -4.66
H -0.42 -2.65 0.11
C -0.62 -4.76 2.65
N -1.76 0.29 -3.84
C -1.32 -0.14 -2.64
C 1.18 0.67 1.74
C 0.64 3.73 -3.87
S 0.05 1.90 -1.90
N -0.07 -3.67 1.89
N -0.84 2.58 2.41
H -3.05 4.76 -4.37
C -2.53 -0.22 0.77
H -2.46 2.83 -2.88
H 3.70 -1.74 -0.18
H -3.60 -0.40 0.67
H -0.48 4.61 2.57
C -1.03 1.47 1.52
H -1.10 3.03 4.42
C -0.35 -3.67 0.47
H -0.15 -1.03 4.30
C -2.02 4.46 -4.22
N -1.27 -1.43 -2.27
H 2.07 -4.43 3.51
C 2.53 -2.46 -1.92
H -4.05 2.32 0.84
C -1.70 3.40 -3.39
H 3.85 2.67 2.32
N -0.13 0.61 1.33
C 0.74 -1.57 4.61
H -2.63 -0.25 -5.60
H 1.60 -0.89 4.50
H 4.92 0.48 2.68
Na 1.11 -0.45 -0.93
H -1.58 -3.36 -2.82
*
```

Summary:
- HOMO-LUMO gap: 5.594 eV
- E_HOMO: -0.1226 hartree
- LUMO energy: 2.257 eV


No. 5
The following is a quantum chemistry calculation of an isolated molecule of C24H27N3O5S, from OMol25.

The geometry in ORCA input format:
```
! wB97M-V def2-TZVPD RIJCOSX def2/J DEFGRID3
* xyz 0 1
H -4.19 0.25 1.81
O 4.32 3.38 0.07
C 6.73 -1.28 0.62
C 1.48 3.42 0.67
C -4.65 0.96 1.12
C -1.74 -0.06 -0.55
H -4.17 1.69 -2.23
H -0.77 -6.60 0.46
N -2.56 0.96 -0.20
H -1.16 -3.27 -2.11
H 6.16 2.03 0.44
H -2.29 -6.40 2.43
N -0.46 -0.03 -0.55
N 4.32 1.25 0.82
C 0.11 3.39 0.65
H -6.32 -0.33 0.69
H 2.11 0.26 -0.41
S -2.49 -1.58 -1.08
O 6.16 -0.11 -1.18
H 3.76 0.45 1.10
H -2.56 -4.69 2.05
H -7.86 1.47 -0.04
H -6.60 2.25 -2.04
H 2.02 4.31 0.96
H -6.61 0.81 2.00
C -4.02 0.82 -0.26
C -6.15 0.70 1.02
C -4.64 1.81 -1.25
C -1.01 -2.63 -1.25
H -0.17 -1.94 -1.37
H -6.31 0.53 -1.73
O -2.73 3.11 0.55
H 6.90 -1.56 1.64
H 6.09 1.06 1.94
C -0.86 -3.43 0.02
C -6.79 1.67 0.03
C 6.98 -2.07 -0.53
H -4.22 -0.19 -0.62
C 0.18 1.10 -0.14
C 3.71 2.37 0.38
C -0.56 2.23 0.25
H 7.37 -3.06 -0.56
H -6.67 2.69 0.39
C -2.34 -5.67 1.63
H -4.48 1.97 1.50
C 5.76 1.12 0.89
C -6.14 1.54 -1.34
O -1.06 -4.73 -0.22
C 6.61 -1.30 -1.59
H 6.62 -1.49 -2.65
C 2.22 2.28 0.32
C 6.23 -0.09 0.16
C -2.02 2.19 0.23
C -1.01 -5.62 0.89
C 1.57 1.13 -0.09
O -0.59 -2.97 1.10
H -0.48 4.25 0.93
H -0.21 -5.30 1.56
H -3.14 -5.94 0.94
H -4.47 2.83 -0.90
*
```

Summary:
- HOMO-LUMO gap: 8.706 eV
- E_HOMO: -0.3108 hartree
- LUMO energy: 0.250 eV


No. 6
The following is a quantum chemistry calculation of an isolated ion of composition C9H13N2 and charge +1, from OMol25.

The geometry in ORCA input format:
```
! wB97M-V def2-TZVPD RIJCOSX def2/J DEFGRID3
* xyz 1 1
C 0.32 -0.98 1.94
C 0.70 -1.24 0.51
N -2.06 2.01 0.62
H -2.09 0.02 0.91
H -0.20 2.22 -1.01
H -2.79 2.08 1.31
H 1.45 0.71 2.23
C 0.79 0.03 2.65
C 0.97 0.90 -2.10
H -1.20 -1.83 -0.41
C 1.19 -0.51 -2.34
H 0.06 -2.34 -2.26
H 0.72 0.21 3.68
H 1.01 -2.32 0.35
H 2.03 -0.97 -2.81
C -1.64 0.78 0.40
C 0.07 1.27 -1.17
C 0.31 -1.39 -1.83
C -0.41 -1.04 -0.58
H 1.75 -0.79 0.35
H 1.63 1.50 -2.67
N -0.75 0.38 -0.42
H -0.31 -1.58 2.45
H -1.56 2.88 0.21
*
```

Summary:
- HOMO-LUMO gap: 8.276 eV
- E_HOMO: -0.4506 hartree
- LUMO energy: -3.985 eV


No. 7
The following is a quantum chemistry calculation of a 2-piece molecular cluster, C3H8NS overall, from OMol25.

The geometry in ORCA input format:
```
! wB97M-V def2-TZVPD RIJCOSX def2/J DEFGRID3
* xyz 1 1
S 1.99 -0.05 0.87
H -0.70 1.61 0.38
C 0.45 -0.28 0.17
H -1.69 0.56 1.26
H -1.43 -1.21 0.06
H -0.18 -2.15 -0.35
H -0.41 0.59 -1.71
C 0.07 -0.20 -1.29
H 2.61 0.44 -0.34
C -0.51 -1.22 -0.37
H -0.33 1.50 2.06
N -0.70 0.98 1.20
H 0.83 -0.56 -1.94
*
```

Summary:
- HOMO-LUMO gap: 10.081 eV
- E_HOMO: -0.5301 hartree
- LUMO energy: -4.344 eV


No. 8
The following is a quantum chemistry calculation of an isolated ion of composition C6H11N and charge -1, from OMol25.

The geometry in ORCA input format:
```
! wB97M-V def2-TZVPD RIJCOSX def2/J DEFGRID3
* xyz -1 2
C 0.34 0.72 -1.29
H 0.42 2.73 0.87
C -0.17 -3.03 1.27
N 0.68 1.93 -1.91
H -0.43 -2.76 2.28
H -1.00 -3.66 0.95
C -0.07 0.69 0.04
H 0.23 2.71 -1.46
H 1.07 2.00 -2.83
H 0.74 -3.63 1.14
C -0.01 -1.83 0.34
H 0.22 -2.08 -0.70
C -0.25 -0.54 0.74
C -0.40 1.99 0.76
H 0.13 -0.16 -1.90
H -0.52 1.74 1.83
H -0.77 -0.47 1.70
H -1.30 2.46 0.35
*
```

Summary:
- HOMO-LUMO gap (spin up / spin down): 3.552 / 5.758 eV
- ⟨S²⟩: 0.772
- E_HOMO (spin up / spin down): 0.0285 / -0.0544 hartree
- LUMO energy (spin up / spin down): 4.326 / 4.278 eV


No. 9
The following is a quantum chemistry calculation of C2H5ClN2O as an isolated structure, from OMol25.

The geometry in ORCA input format:
```
! wB97M-V def2-TZVPD RIJCOSX def2/J DEFGRID3
* xyz 0 1
O 0.96 -2.02 -1.62
H 1.48 0.91 1.16
H -2.13 0.97 -0.04
C -0.75 1.16 1.39
Cl -1.18 2.09 2.69
H 1.12 -2.70 -2.18
N -0.10 0.23 -0.20
N -1.40 0.45 0.39
H 1.45 -1.26 -2.11
H 0.05 -0.76 -0.38
C 0.49 0.93 0.91
*
```

Summary:
- HOMO-LUMO gap: 8.690 eV
- E_HOMO: -0.2943 hartree
- LUMO energy: 0.681 eV


No. 10
The following is a quantum chemistry calculation of a 4-piece molecular cluster, C21H32F3N6O9 overall, from OMol25.

The geometry in ORCA input format:
```
! wB97M-V def2-TZVPD RIJCOSX def2/J DEFGRID3
* xyz 1 1
O 0.53 6.23 6.85
H 2.23 0.70 -2.90
O 2.32 -4.66 -1.95
C -1.35 -1.06 0.74
H 0.21 -2.59 0.02
C -4.14 -0.98 -3.25
H 2.48 1.69 4.45
N 1.30 0.26 -2.91
N -2.61 -1.58 1.39
C 0.68 -6.17 -2.43
H 0.50 -7.24 -2.60
O 0.63 -5.86 -1.05
C -0.45 -1.23 -1.72
F 0.56 1.47 3.88
H 2.11 3.50 -5.31
C -4.49 -0.64 -4.81
H 0.27 4.19 7.20
O 1.25 1.12 5.99
H 0.96 -0.97 4.20
N -0.25 -0.95 1.78
F 2.60 3.86 5.48
H -0.09 -5.60 -2.96
C 0.98 1.48 -5.18
H -4.74 -0.84 -1.43
F 2.12 -5.32 -4.09
H -2.54 0.33 -0.32
H -1.51 -2.93 -0.55
C 2.07 -5.76 -2.81
H 2.83 -6.53 -2.65
H 0.62 -0.79 1.24
C 2.21 4.76 6.42
O 1.79 8.08 6.56
C 0.95 -0.55 -1.77
H -4.48 0.49 -4.95
C 0.72 4.87 6.47
N 0.17 3.82 -4.46
O 2.05 0.00 7.79
H 0.25 4.69 5.50
H 1.97 2.83 -3.61
C -0.76 -2.09 -0.39
C -1.02 -0.15 -4.08
H 0.27 4.60 -5.14
C 1.66 6.90 6.48
C -2.86 -1.82 -2.78
H 1.99 1.02 -5.50
C 0.40 0.51 -4.04
H -3.73 -1.21 -5.43
H -3.44 -1.10 1.00
O 2.62 6.05 6.01
H -3.09 -2.21 -1.72
H 2.67 4.51 7.38
H 2.61 -0.60 3.64
H 0.27 1.66 -6.05
N -5.05 -0.54 -2.38
C 1.61 1.05 4.63
C 1.87 -0.41 4.43
C 1.58 -4.90 -0.83
H -2.80 -2.75 -3.46
H 1.68 -0.69 -0.91
C 1.90 0.09 6.60
H -2.56 -1.22 2.37
H -0.48 -0.08 2.29
H -5.54 -1.10 -4.98
H -1.74 0.04 -4.96
O 1.74 -4.33 0.21
O 2.37 -0.81 5.70
H -1.34 1.05 0.66
N -1.57 0.25 0.04
C -1.47 -1.05 -2.91
C 1.38 2.95 -4.59
H 0.16 4.31 -3.55
*
```

Summary:
- HOMO-LUMO gap: 7.670 eV
- E_HOMO: -0.4393 hartree
- LUMO energy: -4.285 eV


No. 11
The following is a quantum chemistry calculation of a 2-piece molecular cluster, CH4NO5S overall, from OMol25.

The geometry in ORCA input format:
```
! wB97M-V def2-TZVPD RIJCOSX def2/J DEFGRID3
* xyz -1 1
O -1.08 0.07 1.35
O 1.04 -1.72 0.60
S -0.38 -1.84 -0.20
N -1.26 -0.32 0.21
H 0.78 -0.89 1.13
O -1.13 -2.91 0.45
H -0.05 2.91 -0.57
C 0.43 2.01 -0.40
O -0.03 0.83 -1.02
H 0.29 1.94 0.77
H 1.51 2.19 -0.76
O -0.12 -2.26 -1.57
*
```

Summary:
- HOMO-LUMO gap (spin up / spin down): 8.412 / 8.417 eV
- E_HOMO (spin up / spin down): -0.1660 / -0.1662 hartree
- LUMO energy (spin up / spin down): 3.893 / 3.893 eV